(1)
{
  "formula": "C6H12IrOP",
  "method": "wB97M-V/def2-TZVPD",
  "e_lumo_ev": [0.473, -1.898],
  "charge": 0,
  "de_lowest_kcal_mol": 38.22,
  "s2": 6.029,
  "orbital_gap_ev": [5.30, 6.28],
  "multiplicity": 5,
  "symbols": ["C", "C", "C", "C", "C", "Ir", "P", "H", "H", "H", "H", "H", "H", "H", "H", "C", "O", "H", "H", "H", "H"],
  "coordinates": [[-0.86, 0.48, -2.32], [-1.41, 1.83, -2.17], [-0.46, 2.83, -1.68], [0.77, 2.03, -1.48], [0.58, 0.55, -1.83], [0.10, -2.14, -1.57], [-0.04, -3.89, -0.28], [-1.21, -0.30, -3.01], [-2.51, 2.05, -2.34], [-0.62, 3.84, -1.47], [1.42, 0.00, -2.25], [1.71, 2.43, -1.05], [1.06, -4.91, -0.20], [-1.23, -4.80, -0.32], [-0.13, -3.55, 1.18], [0.71, 0.60, 3.74], [0.14, 0.93, 2.47], [-0.01, 0.21, 4.48], [1.15, 1.52, 4.12], [1.51, -0.14, 3.61], [-0.68, 0.42, 2.39]]
}

=====

(2)
{
  "formula": "C19H15N3O3Pt",
  "method": "wB97M-V/def2-TZVPD",
  "e_lumo_ev": [-6.667, -10.152],
  "charge": 2,
  "s2": 6.043,
  "orbital_gap_ev": [8.84, 5.77],
  "multiplicity": 5,
  "symbols": ["Pt", "O", "C", "N", "C", "C", "C", "C", "C", "C", "N", "C", "C", "C", "C", "C", "N", "H", "H", "H", "H", "H", "H", "H", "H", "H", "H", "O", "C", "O", "C", "C", "C", "C", "C", "C", "H", "H", "H", "H", "H"],
  "coordinates": [[-0.14, -0.19, 0.56], [-2.77, -1.85, 3.30], [-2.04, -1.68, 2.36], [-0.97, -0.80, 2.37], [-0.70, -0.01, 3.53], [0.52, 0.83, 3.32], [0.93, 1.76, 4.25], [2.03, 2.56, 3.96], [2.72, 2.37, 2.78], [2.28, 1.40, 1.90], [1.19, 0.67, 2.16], [-2.16, -2.39, 1.05], [-3.18, -3.29, 0.83], [-3.24, -3.92, -0.41], [-2.27, -3.65, -1.35], [-1.26, -2.75, -1.04], [-1.23, -2.11, 0.12], [-0.61, -0.65, 4.42], [-1.57, 0.63, 3.74], [0.39, 1.86, 5.18], [2.33, 3.34, 4.65], [3.59, 2.96, 2.52], [2.80, 1.20, 0.98], [-3.90, -3.48, 1.62], [-4.04, -4.62, -0.62], [-2.28, -4.13, -2.32], [-0.47, -2.55, -1.75], [1.56, 3.27, -1.13], [0.87, 2.27, -1.22], [0.08, 1.72, -0.40], [1.02, 1.64, -2.67], [1.18, 2.49, -3.75], [1.15, 1.95, -5.03], [1.01, 0.59, -5.19], [0.89, -0.26, -4.09], [0.94, 0.26, -2.81], [1.33, 3.56, -3.61], [1.29, 2.61, -5.88], [1.02, 0.16, -6.19], [0.78, -1.33, -4.23], [0.90, -0.40, -1.94]]
}

=====

(3)
{
  "formula": "C24H34BrCoNO5Si2",
  "method": "wB97M-V/def2-TZVPD",
  "e_lumo_ev": [4.580, 4.580],
  "charge": -2,
  "de_lowest_kcal_mol": 2.29,
  "s2": 0.818,
  "orbital_gap_ev": [6.20, 5.63],
  "multiplicity": 2,
  "symbols": ["Co", "C", "Si", "C", "C", "C", "C", "C", "C", "C", "Si", "C", "C", "H", "H", "H", "H", "H", "H", "H", "H", "H", "H", "H", "H", "H", "H", "H", "H", "N", "C", "C", "C", "O", "O", "H", "H", "H", "H", "H", "H", "C", "C", "C", "O", "C", "H", "H", "H", "H", "H", "H", "H", "H", "Br", "C", "C", "C", "C", "C", "C", "C", "O", "O", "H", "H", "H", "H"],
  "coordinates": [[0.01, 0.06, -0.27], [-1.05, 1.72, 2.70], [-0.24, 0.14, 2.01], [-1.21, -1.26, 2.88], [1.46, 0.08, 2.92], [1.66, -0.08, 4.30], [2.93, -0.10, 4.85], [4.04, 0.04, 4.02], [3.86, 0.21, 2.65], [2.58, 0.23, 2.09], [2.15, 0.46, 0.24], [2.75, 2.23, -0.16], [3.45, -0.63, -0.68], [-0.92, 1.78, 3.79], [-2.12, 1.74, 2.49], [-0.61, 2.61, 2.24], [-1.38, -1.02, 3.93], [-0.66, -2.21, 2.84], [-2.19, -1.43, 2.42], [0.80, -0.19, 4.96], [3.07, -0.24, 5.92], [5.04, 0.02, 4.44], [4.73, 0.33, 2.02], [3.76, 2.41, 0.22], [2.06, 2.96, 0.26], [2.76, 2.39, -1.25], [4.47, -0.42, -0.36], [3.40, -0.44, -1.76], [3.25, -1.69, -0.53], [0.44, -0.34, -2.24], [0.52, 0.80, -3.15], [-0.76, 1.63, -3.09], [-0.82, 2.60, -1.89], [-0.97, 3.80, -2.14], [-0.72, 2.07, -0.74], [1.27, -0.93, -2.27], [-0.36, -0.93, -2.45], [0.69, 0.46, -4.18], [1.38, 1.41, -2.86], [-1.61, 0.95, -3.02], [-0.86, 2.22, -4.01], [0.03, -4.61, 0.46], [-0.83, -4.91, -0.78], [-0.23, -3.99, -1.86], [0.84, -3.27, -1.26], [0.54, -3.21, 0.14], [0.88, -5.29, 0.54], [-0.54, -4.64, 1.38], [-1.85, -4.60, -0.59], [-0.81, -5.96, -1.07], [-1.00, -3.29, -2.21], [0.19, -4.53, -2.71], [-0.24, -2.46, 0.32], [1.44, -2.91, 0.67], [-4.21, 3.65, 0.97], [-4.54, 1.78, 0.87], [-5.74, 1.29, 1.37], [-5.98, -0.08, 1.30], [-5.04, -0.92, 0.73], [-3.86, -0.41, 0.23], [-3.59, 0.96, 0.30], [-2.82, -1.36, -0.40], [-3.10, -2.56, -0.43], [-1.79, -0.79, -0.86], [-6.46, 1.96, 1.81], [-6.91, -0.48, 1.70], [-5.20, -1.99, 0.66], [-2.63, 1.34, -0.06]]
}

=====

(4)
{
  "formula": "C26H46AlCl2O2P2",
  "method": "wB97M-V/def2-TZVPD",
  "e_lumo_ev": [-4.945, -3.825],
  "charge": 1,
  "orbital_gap_ev": [4.52, 5.56],
  "symbols": ["Al", "C", "C", "C", "C", "C", "C", "H", "H", "H", "C", "H", "H", "H", "C", "H", "H", "H", "C", "H", "H", "H", "C", "H", "H", "H", "C", "C", "C", "C", "C", "C", "C", "C", "H", "H", "H", "H", "H", "H", "H", "H", "H", "H", "H", "H", "P", "C", "H", "H", "H", "C", "H", "H", "H", "C", "H", "H", "H", "P", "C", "H", "H", "H", "C", "H", "H", "H", "C", "H", "H", "H", "Cl", "C", "Cl", "C", "O", "O", "H"],
  "coordinates": [[0.43, -1.18, -0.60], [-2.78, 1.98, 0.35], [-3.42, 1.05, -0.52], [-2.68, -0.12, 1.33], [-2.38, 1.28, 1.52], [-3.33, -0.25, 0.07], [-2.65, 3.43, 0.11], [-2.52, 3.68, -0.95], [-1.77, 3.83, 0.63], [-3.52, 4.00, 0.47], [-1.79, 1.94, 2.68], [-1.16, 2.79, 2.39], [-1.16, 1.28, 3.26], [-2.57, 2.34, 3.36], [-2.33, -1.25, 2.20], [-3.19, -1.64, 2.78], [-1.56, -0.95, 2.91], [-1.95, -2.10, 1.61], [-3.78, -1.52, -0.56], [-4.77, -1.42, -1.02], [-3.82, -2.33, 0.17], [-3.10, -1.84, -1.36], [-4.18, 1.41, -1.74], [-5.14, 1.86, -1.43], [-4.41, 0.54, -2.37], [-3.66, 2.15, -2.37], [1.83, 0.18, -1.04], [0.57, 0.86, -1.01], [-0.12, 1.32, -2.25], [-1.01, 0.19, -2.87], [-0.72, -1.17, -2.28], [0.56, -1.77, -2.62], [1.69, -1.00, -3.28], [2.54, -0.13, -2.34], [0.56, 1.71, -3.03], [-0.88, 0.16, -3.98], [-0.77, 2.17, -2.00], [2.87, 0.79, -2.87], [2.47, 0.30, -0.15], [0.37, 1.48, -0.13], [3.49, -0.65, -2.09], [2.36, -1.72, -3.76], [0.53, -2.83, -2.91], [1.28, -0.40, -4.10], [-2.06, 0.48, -2.70], [-1.58, -1.84, -2.30], [1.98, 2.97, 0.98], [1.69, 3.54, 2.68], [2.61, 3.96, 3.10], [1.35, 2.66, 3.25], [0.88, 4.29, 2.69], [3.70, 2.36, 1.08], [4.34, 3.12, 1.54], [4.05, 2.12, 0.06], [3.73, 1.43, 1.67], [2.11, 4.47, -0.05], [2.00, 4.15, -1.09], [3.08, 4.98, 0.10], [1.28, 5.15, 0.19], [0.89, -3.62, -0.20], [-0.47, -4.61, -0.91], [-0.06, -5.26, -1.69], [-1.23, -3.94, -1.35], [-0.93, -5.19, -0.10], [2.47, -3.87, -1.06], [2.49, -3.36, -2.03], [2.65, -4.94, -1.19], [3.26, -3.45, -0.42], [1.13, -4.19, 1.48], [1.30, -5.28, 1.47], [0.25, -3.96, 2.11], [2.01, -3.70, 1.93], [1.84, -2.47, 4.38], [2.29, -1.13, 3.28], [3.63, -1.51, 2.16], [1.08, -0.64, 2.46], [0.44, 0.22, 3.08], [0.77, -1.08, 1.28], [2.59, -0.30, 3.93]]
}

=====

(5)
{
  "formula": "C4H7ClO",
  "method": "wB97M-V/def2-TZVPD",
  "e_lumo_ev": 1.003,
  "charge": 0,
  "de_lowest_kcal_mol": 80.02,
  "smiles": "ClC[C@@H]1CCO1",
  "orbital_gap_ev": 11.01,
  "symbols": ["C", "C", "C", "C", "H", "H", "H", "H", "H", "H", "H", "O", "Cl"],
  "coordinates": [[0.77, -0.69, 0.17], [-0.44, -0.01, -0.41], [-1.24, 1.12, 0.16], [-2.46, 0.19, 0.06], [0.82, -1.70, -0.57], [0.84, -1.09, 1.29], [-0.34, 0.33, -1.54], [-1.07, 1.34, 1.32], [-1.18, 2.00, -0.50], [-3.20, 0.16, -0.97], [-2.90, 0.03, 1.01], [-1.44, -1.07, 0.02], [2.28, 0.23, 0.00]]
}

=====

Per-record max |F|, eV/Å: 5.82 2.28 0.44 4.82 4.66